This record from OMol25 describes a cluster of 4 separate species, C16H40O8 in total at a distorted geometry. The level of theory is ωB97M-V/def2-TZVPD.

Output
- Energy relative to the best compared isomer or geometry (same formula, charge and spin): 0.0 kJ/mol
- Gap between HOMO and LUMO (alpha / beta): 9.30 / 2.56 eV
- <S²>: 0.76
- Strongest force on any atom: 2.8 eV/A
- Highest occupied orbital energy (alpha / beta): -0.439 / -0.438 Ha

Structure (ORCA input):
```
! RIJCOSX wB97M-V def2-TZVPD def2/J DEFGRID3
* xyz 1 2
O -3.43 -10.20 -5.71
O -3.50 -16.25 -6.84
O -1.73 -11.69 -3.48
O 0.95 -9.51 -9.11
O 2.13 -7.97 -6.63
O -4.84 -7.28 -8.93
O -7.71 -8.99 -8.57
O -1.12 -16.42 -4.79
C -0.15 -15.69 -4.12
C -2.40 -15.92 -4.50
C -7.02 -7.88 -7.95
C -2.72 -10.63 -3.41
C -3.48 -16.55 -5.41
C -4.06 -15.00 -7.14
C 0.69 -9.78 -7.75
C -3.39 -7.25 -8.63
C -0.16 -9.90 -9.99
C -3.80 -10.75 -4.46
C -2.49 -10.93 -6.50
C 2.34 -7.08 -7.75
C -0.62 -11.54 -2.54
C -7.93 -8.95 -9.94
C 1.97 -9.33 -6.93
C -5.50 -7.97 -7.87
H 2.34 -6.02 -7.48
H -2.37 -14.86 -4.76
H -8.43 -8.03 -10.25
H -4.06 -15.08 -8.23
H -5.10 -7.57 -6.94
H 0.00 -10.86 -10.49
H -2.61 -12.01 -6.58
H -8.75 -9.61 -10.24
H -4.60 -10.08 -4.12
H 0.83 -16.16 -4.25
H -2.45 -10.57 -7.53
H -7.00 -9.17 -10.46
H 0.23 -12.17 -2.78
H -0.17 -10.55 -2.45
H -3.26 -17.62 -5.35
H -5.15 -9.00 -7.85
H -4.24 -11.75 -4.45
H 1.85 -9.78 -5.95
H 1.59 -7.16 -8.53
H -7.30 -7.82 -6.89
H -3.39 -14.22 -6.78
H 0.00 -14.69 -4.54
H 0.41 -10.81 -7.56
H -2.95 -6.76 -9.50
H -1.05 -11.75 -1.56
H -5.03 -14.87 -6.67
H -2.17 -9.69 -3.48
H -3.12 -10.67 -2.39
H -2.69 -16.12 -3.46
H -1.12 -9.98 -9.50
H 3.38 -7.11 -8.08
H -0.23 -9.01 -10.62
H -2.97 -8.23 -8.41
H -0.32 -15.57 -3.05
H -1.55 -10.77 -5.98
H -4.48 -16.34 -5.03
H -7.33 -6.98 -8.48
H 2.80 -9.90 -7.35
H -3.23 -6.54 -7.82
H -0.18 -9.22 -7.40
*
```